No. 1
Computed, not measured: a 6-piece molecular cluster, C42H38FNO4S overall, with wB97M-V/def2-TZVPD.

For the molecular weight, the calculation gives 671.8 g mol⁻¹. The structure (SMILES) is [H]/N=C/Cc1ccc2c(c1)C(=O)C=C(S(=O)(=O)F)C2=O.c1ccccc1.c1ccccc1.c1ccccc1.c1ccccc1.c1ccccc1. As for the orbital gap: 6.8 eV.

Structure (ORCA input):
```
! wB97M-V def2-TZVPD RIJCOSX def2/J DEFGRID3
* xyz 0 1
N 6.01 0.25 -2.24
C 6.36 1.52 -2.06
C 5.26 2.48 -1.35
C 3.75 1.98 -1.66
C 2.93 2.55 -2.89
C 1.49 2.02 -3.19
C 0.92 0.93 -2.25
C 1.70 0.35 -0.98
C 3.12 0.89 -0.71
C 0.98 -0.79 -0.10
O 1.06 -0.87 1.15
C 0.07 -1.82 -0.96
C -0.63 -1.29 -2.09
S -1.64 -2.47 -3.14
O -0.73 -2.87 -4.28
O -2.84 -1.80 -3.74
F -2.01 -3.89 -2.33
C -0.54 0.28 -2.50
O -1.52 0.93 -2.93
H 6.82 -0.24 -2.69
H 7.41 1.88 -2.36
H 5.44 3.53 -1.80
H 5.45 2.59 -0.22
H 3.39 3.34 -3.59
H 0.85 2.35 -4.07
H 3.76 0.52 0.16
H 0.02 -2.94 -0.72
C -4.27 2.35 -3.55
C -5.58 2.70 -3.85
C -5.87 4.00 -4.28
C -4.85 4.92 -4.43
C -3.54 4.56 -4.14
C -3.25 3.28 -3.70
H -4.05 1.34 -3.21
H -6.38 1.98 -3.74
H -6.90 4.28 -4.50
H -5.07 5.93 -4.77
H -2.74 5.29 -4.25
H -2.23 3.00 -3.46
C -0.16 3.11 2.56
C -0.32 4.47 2.78
C -0.20 5.36 1.71
C 0.06 4.88 0.44
C 0.22 3.51 0.22
C 0.11 2.63 1.29
H -0.25 2.42 3.39
H -0.53 4.84 3.77
H -0.32 6.43 1.88
H 0.15 5.57 -0.39
H 0.43 3.14 -0.78
H 0.23 1.56 1.12
C -5.29 -2.92 0.66
C -5.80 -3.34 1.88
C -5.21 -4.40 2.56
C -4.09 -5.03 2.01
C -3.58 -4.61 0.79
C -4.18 -3.56 0.11
H -5.75 -2.09 0.13
H -6.66 -2.83 2.30
H -5.61 -4.73 3.51
H -3.63 -5.86 2.54
H -2.71 -5.11 0.37
H -3.78 -3.23 -0.84
C -2.29 -0.82 7.29
C -2.43 -1.68 6.21
C -1.98 -1.30 4.95
C -1.38 -0.06 4.77
C -1.24 0.81 5.85
C -1.69 0.43 7.11
H -2.64 -1.12 8.27
H -2.88 -2.66 6.35
H -2.10 -1.97 4.10
H -1.03 0.24 3.79
H -0.77 1.78 5.71
H -1.59 1.10 7.95
C 6.68 -5.29 0.02
C 5.37 -4.93 -0.27
C 5.08 -3.64 -0.70
C 6.11 -2.71 -0.85
C 7.42 -3.07 -0.56
C 7.71 -4.36 -0.12
H 6.90 -6.30 0.36
H 4.57 -5.66 -0.16
H 4.06 -3.36 -0.92
H 5.88 -1.70 -1.19
H 8.22 -2.35 -0.68
H 8.73 -4.64 0.11
*
```


No. 2
Computed, not measured: C17H23CoF5NO3P2 as an isolated structure, with wB97M-V/def2-TZVPD.

For the molecular weight, the calculation gives 505.2 g mol⁻¹. The expectation value of S² is 6.045. As for the orbital gap (spin up / spin down): 8.2 / 5.9 eV.

Structure (ORCA input):
```
! wB97M-V def2-TZVPD RIJCOSX def2/J DEFGRID3
* xyz 2 5
Co -0.06 0.16 -0.19
P 1.98 -0.69 0.06
C 2.31 -0.78 -1.73
C 1.10 -1.38 -2.40
N -0.08 -0.95 -1.87
C -1.25 -1.38 -2.38
C -1.27 -2.29 -3.43
C -0.07 -2.75 -3.98
C 1.13 -2.30 -3.44
C -2.52 -0.81 -1.77
P -2.07 0.65 -0.80
H 2.10 -2.67 -3.79
H -2.24 -2.63 -3.80
H -0.08 -3.44 -4.82
H -3.23 -0.52 -2.55
H -2.99 -1.55 -1.10
H 2.39 0.32 -2.00
H 3.24 -1.32 -1.93
H 1.20 2.80 -1.56
O 1.74 2.02 -1.94
H 2.17 2.29 -2.76
H -0.06 3.21 0.04
O 0.04 3.69 -0.83
H -0.07 4.64 -0.64
C -2.13 1.98 -2.03
H -3.10 1.91 -2.54
H -2.00 2.96 -1.56
H -1.32 1.79 -2.75
C -3.25 0.86 0.53
H -2.96 1.75 1.11
H -4.26 1.00 0.12
H -3.21 -0.04 1.16
C 2.05 -2.31 0.81
H 3.04 -2.74 0.67
H 1.87 -2.19 1.89
H 1.29 -2.96 0.36
C 3.25 0.35 0.73
H 2.93 0.73 1.71
H 4.17 -0.24 0.84
H 3.39 1.17 0.01
F -0.55 -0.63 6.65
C -0.38 -0.27 5.37
C 0.11 1.01 5.07
F 0.44 1.86 6.07
C 0.24 1.40 3.75
F 0.77 2.62 3.45
C -0.14 0.55 2.68
O 0.00 0.98 1.44
C -0.65 -0.73 3.03
F -1.08 -1.61 2.07
C -0.74 -1.15 4.34
F -1.20 -2.38 4.65
*
```


- What is the formula in the second record?
  C17H23CoF5NO3P2